# 1
{
  "formula": "C5H8N",
  "method": "ωB97M-V/def2-TZVPD",
  "symbols": ["C", "C", "N", "C", "C", "C", "H", "H", "H", "H", "H", "H", "H", "H"],
  "positions_angstrom": [[1.047, -0.831, 0.113], [1.080, 0.694, -0.147], [-0.236, 1.276, 0.006], [-1.410, 0.515, 0.064], [-2.142, -0.649, -0.098], [-3.228, 0.154, 0.096], [1.069, -0.946, 1.090], [0.283, -1.257, -0.480], [1.964, -1.165, -0.174], [1.257, 0.754, -1.212], [1.667, 1.089, 0.641], [-0.242, 2.263, -0.154], [-1.942, -1.623, -0.404], [-3.739, 1.004, 0.460]],
  "mulliken_charge": [-1.523, -0.160, -0.127, 0.182, -0.121, -0.348, 0.460, 0.447, 0.412, 0.333, 0.316, 0.275, 0.450, 0.404],
  "charge": 1,
  "total_energy_ev": -6792.0845,
  "smiles": "CC[NH+]=c1cc1",
  "relative_energy_kj_mol": 579.29
}



# 2
{
  "formula": "C5H8N",
  "method": "ωB97M-V/def2-TZVPD",
  "symbols": ["C", "C", "C", "C", "C", "N", "H", "H", "H", "H", "H", "H", "H", "H"],
  "positions_angstrom": [[2.000, 0.215, -0.027], [1.824, 1.562, -0.224], [2.511, -0.959, -0.145], [0.672, 0.991, 0.493], [-1.525, -0.074, -0.086], [-0.638, 1.031, -0.256], [1.928, -1.781, -0.213], [3.607, -1.028, -0.108], [0.555, 0.890, 1.530], [-1.823, -0.507, 0.905], [-2.491, 0.187, -0.691], [-1.127, -0.893, -0.578], [-1.331, 1.774, 0.070], [-0.391, 1.243, -1.228]],
  "mulliken_charge": [0.822, -0.869, -0.462, -0.448, -0.924, -0.095, 0.305, 0.258, 0.493, 0.342, 0.355, 0.380, 0.401, 0.442],
  "charge": 1,
  "total_energy_ev": -6791.5551,
  "relative_energy_kj_mol": 630.37
}



# 3
{
  "formula": "C5H8N",
  "method": "ωB97M-V/def2-TZVPD",
  "symbols": ["C", "C", "C", "C", "C", "N", "H", "H", "H", "H", "H", "H", "H", "H"],
  "positions_angstrom": [[-0.956, 0.457, 1.064], [0.268, 0.681, 0.672], [-0.408, -1.566, -0.722], [-0.810, -0.341, -1.551], [1.537, 1.221, 1.084], [-0.507, -0.243, -0.145], [-2.474, -0.287, 1.882], [-1.083, -2.221, -0.470], [0.580, -1.816, -0.770], [-0.189, 0.124, -2.259], [-1.722, -0.292, -2.128], [1.744, 2.175, 0.674], [2.359, 0.758, 0.512], [1.660, 1.351, 2.158]],
  "lowdin_spin": [0.589, 0.391, 0.052, 0.069, 0.074, 0.123, 0.639, 0.006, 0.006, 0.000, 0.004, 0.031, 0.006, 0.013],
  "spin_multiplicity": 3,
  "charge": 1,
  "total_energy_ev": -6786.4600,
  "relative_energy_kj_mol": 783.08
}



# 4
{
  "formula": "C5H8N2",
  "method": "ωB97M-V/def2-TZVPD",
  "symbols": ["C", "C", "C", "N", "C", "C", "N", "H", "H", "H", "H", "H", "H", "H", "H"],
  "positions_angstrom": [[1.592, -0.022, 1.168], [0.457, -0.490, 0.293], [-0.844, -1.023, 0.764], [-0.730, 0.349, 0.285], [-1.273, 0.686, -1.028], [-0.180, 1.149, -1.901], [0.740, 1.446, -2.534], [1.258, 0.155, 2.194], [1.982, 0.920, 0.768], [2.406, -0.753, 1.178], [0.772, -0.865, -0.683], [-1.341, -1.755, 0.125], [-1.057, -1.127, 1.826], [-1.771, -0.157, -1.533], [-2.010, 1.488, -0.923]],
  "mulliken_charge": [-1.332, 0.226, -0.489, -0.324, -0.405, 0.290, -0.422, 0.309, 0.256, 0.359, 0.470, 0.257, 0.248, 0.234, 0.321],
  "charge": 0,
  "total_energy_ev": -8293.2495,
  "smiles": "C[C@H]1CN1CC#N",
  "relative_energy_kj_mol": 168.54
}



# 5
{
  "formula": "C5H8N2",
  "method": "ωB97M-V/def2-TZVPD",
  "symbols": ["C", "C", "C", "C", "N", "C", "N", "H", "H", "H", "H", "H", "H", "H", "H"],
  "positions_angstrom": [[-0.173, 2.248, -0.845], [-0.133, 0.911, -0.174], [0.931, 0.049, -0.057], [0.420, -1.197, 0.435], [1.036, -2.451, 0.377], [-0.907, -1.012, 0.700], [-1.239, 0.285, 0.337], [-0.448, 3.043, -0.145], [0.825, 2.455, -1.242], [-0.868, 2.272, -1.698], [1.960, 0.302, -0.297], [0.425, -3.235, 0.555], [1.979, -2.579, 0.699], [-1.613, -1.670, 1.183], [-2.187, 0.578, 0.172]],
  "mulliken_charge": [-1.081, 0.140, -0.600, 0.763, -0.508, -0.819, -0.055, 0.287, 0.267, 0.296, 0.315, 0.192, 0.210, 0.364, 0.229],
  "charge": 0,
  "total_energy_ev": -8294.6273,
  "smiles": "Cc1cc(N)c[nH]1",
  "relative_energy_kj_mol": 35.60
}



# 6
{
  "formula": "C5H8N2",
  "method": "ωB97M-V/def2-TZVPD",
  "symbols": ["C", "C", "N", "C", "C", "C", "N", "H", "H", "H", "H", "H", "H", "H", "H"],
  "positions_angstrom": [[1.734, -0.894, -0.025], [0.898, 0.352, 0.155], [0.240, 0.842, -1.047], [-0.602, 0.408, 0.071], [-1.517, -0.780, -0.134], [-1.234, 1.510, 0.793], [-1.736, 2.428, 1.291], [2.097, -1.294, 0.929], [1.189, -1.676, -0.560], [2.596, -0.625, -0.646], [1.330, 1.088, 0.835], [0.260, 1.858, -1.105], [-0.995, -1.586, -0.654], [-1.881, -1.150, 0.831], [-2.381, -0.487, -0.742]],
  "mulliken_charge": [-1.282, -0.028, -0.691, 1.043, -1.330, 0.032, -0.483, 0.327, 0.320, 0.298, 0.484, 0.309, 0.379, 0.313, 0.309],
  "charge": 0,
  "total_energy_ev": -8293.7309,
  "smiles": "C[C@H]1N[C@]1(C)C#N",
  "relative_energy_kj_mol": 122.10
}



# 7
{
  "formula": "C5H8N2",
  "method": "ωB97M-V/def2-TZVPD",
  "symbols": ["C", "C", "C", "C", "N", "C", "N", "H", "H", "H", "H", "H", "H", "H", "H"],
  "positions_angstrom": [[1.642, 0.551, 0.110], [0.249, -0.041, -0.013], [-0.610, 0.497, -1.173], [-1.972, 0.790, -0.707], [-3.035, 1.042, -0.331], [0.029, -1.440, 0.430], [-0.573, -0.334, 1.151], [2.269, 0.285, -0.752], [1.613, 1.645, 0.172], [2.146, 0.173, 1.006], [-0.668, -0.219, -2.002], [-0.192, 1.423, -1.586], [0.868, -1.961, 0.888], [-0.665, -2.080, -0.113], [-0.152, -0.136, 2.049]],
  "mulliken_charge": [-1.481, 1.073, -0.720, 0.314, -0.427, -0.649, -0.605, 0.317, 0.366, 0.380, 0.290, 0.322, 0.306, 0.262, 0.254],
  "charge": 0,
  "total_energy_ev": -8293.4759,
  "smiles": "C[C@@]1(CC#N)CN1",
  "relative_energy_kj_mol": 146.70
}



# 8
{
  "formula": "C5H8N2",
  "method": "ωB97M-V/def2-TZVPD",
  "symbols": ["C", "C", "C", "C", "N", "C", "N", "H", "H", "H", "H", "H", "H", "H", "H"],
  "positions_angstrom": [[-0.999, 1.126, -0.245], [-0.217, -0.166, -0.166], [1.202, -0.092, -0.719], [2.072, 0.617, 0.225], [2.712, 1.167, 1.017], [-0.446, -1.077, 0.977], [-0.851, -1.465, -0.378], [-0.526, 1.888, 0.383], [-1.045, 1.520, -1.267], [-2.022, 0.986, 0.117], [1.233, 0.414, -1.691], [1.586, -1.106, -0.862], [-1.229, -0.793, 1.681], [0.381, -1.638, 1.411], [-1.853, -1.383, -0.481]],
  "mulliken_charge": [-1.354, 1.106, -0.754, 0.300, -0.428, -0.630, -0.721, 0.329, 0.338, 0.357, 0.323, 0.301, 0.290, 0.259, 0.283],
  "charge": 0,
  "total_energy_ev": -8293.7449,
  "smiles": "C[C@@]1(CC#N)CN1",
  "relative_energy_kj_mol": 120.74
}



# 9
{
  "formula": "C5H8N2",
  "method": "ωB97M-V/def2-TZVPD",
  "symbols": ["C", "C", "C", "C", "N", "C", "N", "H", "H", "H", "H", "H", "H", "H", "H"],
  "positions_angstrom": [[2.094, -1.370, -0.296], [0.828, -0.655, 0.066], [-0.015, -0.858, 1.182], [-1.044, 0.040, 1.008], [-0.792, 0.701, -0.144], [-1.568, 1.758, -0.752], [0.347, 0.297, -0.726], [1.886, -2.299, -0.838], [2.676, -1.626, 0.595], [2.706, -0.735, -0.943], [0.105, -1.570, 1.988], [-1.919, 0.262, 1.604], [-2.610, 1.664, -0.436], [-1.508, 1.646, -1.836], [-1.189, 2.745, -0.471]],
  "mulliken_charge": [-0.998, 0.632, -0.781, -0.258, 0.693, -0.767, -0.921, 0.219, 0.299, 0.314, 0.346, 0.374, 0.298, 0.281, 0.271],
  "charge": 0,
  "total_energy_ev": -8294.5393,
  "smiles": "Cc1ccn(C)n1",
  "relative_energy_kj_mol": 44.09
}



# 10
{
  "formula": "C5H8N2",
  "method": "ωB97M-V/def2-TZVPD",
  "symbols": ["C", "C", "C", "C", "N", "N", "C", "H", "H", "H", "H", "H", "H", "H", "H"],
  "positions_angstrom": [[-2.035, 0.174, -0.037], [-0.674, -0.336, -0.443], [0.463, 0.583, -0.804], [0.630, 1.916, -0.252], [0.899, 2.781, 0.471], [0.437, -0.168, 0.433], [1.528, -1.058, 0.706], [-1.995, 1.249, 0.166], [-2.754, -0.001, -0.847], [-2.388, -0.338, 0.863], [-0.667, -1.284, -0.993], [1.081, 0.257, -1.648], [1.558, -1.934, 0.048], [1.467, -1.367, 1.749], [2.450, -0.475, 0.588]],
  "mulliken_charge": [-1.291, 0.439, -0.419, 0.115, -0.485, -0.141, -0.891, 0.313, 0.354, 0.265, 0.420, 0.386, 0.310, 0.308, 0.317],
  "charge": 0,
  "total_energy_ev": -8292.6993,
  "smiles": "C[C@H]1[C@@H](C#N)N1C",
  "relative_energy_kj_mol": 221.63
}



# 11
{
  "formula": "C5H8N2",
  "method": "ωB97M-V/def2-TZVPD",
  "symbols": ["C", "N", "C", "C", "C", "C", "N", "H", "H", "H", "H", "H", "H", "H", "H"],
  "positions_angstrom": [[-0.207, 1.922, -0.447], [-0.473, 0.512, -0.074], [-0.508, 0.382, 1.370], [0.021, -0.987, 1.625], [0.305, -1.575, 0.446], [0.034, -0.583, -0.595], [0.326, -0.680, -1.906], [0.799, 1.946, -0.883], [-0.969, 2.318, -1.111], [0.036, 1.351, 1.515], [-1.506, 0.545, 1.796], [0.096, -1.451, 2.602], [0.723, -2.562, 0.270], [0.308, 0.211, -2.396], [1.015, -1.348, -2.211]],
  "mulliken_charge": [-1.053, 0.061, -0.617, -0.300, -0.509, 0.443, -0.447, 0.248, 0.227, 0.387, 0.242, 0.405, 0.366, 0.324, 0.223],
  "charge": 0,
  "total_energy_ev": -8291.4440,
  "relative_energy_kj_mol": 342.75
}



# 12
{
  "formula": "C5H8N2",
  "method": "ωB97M-V/def2-TZVPD",
  "symbols": ["C", "C", "C", "C", "N", "N", "C", "H", "H", "H", "H", "H", "H", "H", "H"],
  "positions_angstrom": [[1.483, -0.572, 0.832], [0.758, 0.300, -0.157], [-0.134, -0.188, -1.267], [-0.209, -1.615, -1.556], [-0.201, -2.751, -1.778], [-0.645, 0.205, 0.003], [-1.574, 1.114, 0.620], [0.793, -1.368, 1.125], [2.434, -1.001, 0.513], [1.658, 0.079, 1.694], [1.198, 1.285, -0.365], [-0.133, 0.447, -2.156], [-1.007, 1.776, 1.285], [-2.260, 0.545, 1.258], [-2.161, 1.744, -0.051]],
  "mulliken_charge": [-1.443, 0.037, 0.052, 0.050, -0.442, -0.181, -0.869, 0.381, 0.339, 0.355, 0.403, 0.408, 0.320, 0.266, 0.323],
  "charge": 0,
  "total_energy_ev": -8292.7603,
  "smiles": "C[C@H]1[C@@H](C#N)N1C",
  "relative_energy_kj_mol": 215.74
}



# 13
{
  "formula": "C5H8N2",
  "method": "ωB97M-V/def2-TZVPD",
  "symbols": ["C", "C", "C", "N", "N", "C", "C", "H", "H", "H", "H", "H", "H", "H", "H"],
  "positions_angstrom": [[2.412, -0.348, 0.145], [1.014, 0.141, -0.031], [0.457, 1.364, 0.412], [-0.853, 1.406, 0.247], [-1.157, 0.218, -0.274], [-2.528, -0.285, -0.123], [-0.067, -0.547, -0.527], [3.135, 0.324, -0.321], [2.540, -1.349, -0.275], [2.656, -0.410, 1.213], [0.941, 2.192, 0.907], [-2.761, -0.046, -1.148], [-3.056, 0.284, 0.655], [-2.528, -1.333, 0.221], [-0.149, -1.497, -1.046]],
  "mulliken_charge": [-1.149, 0.509, -0.423, -0.898, 0.639, -0.880, -0.465, 0.292, 0.317, 0.258, 0.449, 0.388, 0.271, 0.282, 0.410],
  "charge": 0,
  "total_energy_ev": -8293.7552,
  "smiles": "Cc1cnn(C)c1",
  "relative_energy_kj_mol": 119.75
}



# 14
{
  "formula": "C5H8N2",
  "method": "ωB97M-V/def2-TZVPD",
  "symbols": ["C", "C", "C", "N", "C", "N", "C", "H", "H", "H", "H", "H", "H", "H", "H"],
  "positions_angstrom": [[0.518, -0.626, -2.242], [0.311, -0.327, -0.786], [0.972, -1.031, 0.225], [0.477, -0.465, 1.421], [-0.451, 0.482, 1.151], [-1.098, 1.156, 2.197], [-0.547, 0.627, -0.226], [-0.391, -1.128, -2.595], [0.657, 0.267, -2.858], [1.356, -1.313, -2.424], [1.924, -0.665, -0.166], [0.794, -0.685, 2.353], [-1.727, 1.874, 1.864], [-1.611, 0.539, 2.812], [-1.193, 1.305, -0.760]],
  "mulliken_charge": [-1.178, 0.606, -0.586, 0.017, 0.241, -0.564, -0.624, 0.257, 0.315, 0.330, 0.161, 0.196, 0.235, 0.244, 0.351],
  "charge": 0,
  "total_energy_ev": -8293.4399,
  "smiles": "Cc1c[nH]c(N)c1",
  "relative_energy_kj_mol": 150.17
}



# 15
{
  "formula": "C5H8N2",
  "method": "ωB97M-V/def2-TZVPD",
  "symbols": ["C", "C", "C", "N", "C", "N", "C", "H", "H", "H", "H", "H", "H", "H", "H"],
  "positions_angstrom": [[2.205, 0.224, 0.489], [0.925, -0.211, -0.225], [0.059, -1.167, 0.539], [-1.157, -0.766, 0.366], [-1.215, 0.441, -0.435], [-2.548, 0.899, -0.641], [0.021, 0.872, -0.789], [2.741, 0.927, -0.153], [1.975, 0.739, 1.427], [2.859, -0.628, 0.713], [0.304, -2.056, 1.112], [-1.992, -1.224, 0.721], [-2.617, 1.875, -0.369], [-2.776, 0.867, -1.631], [1.215, -0.789, -1.124]],
  "mulliken_charge": [-1.388, 0.955, -0.595, 0.052, 0.360, -0.582, -1.349, 0.339, 0.348, 0.349, 0.409, 0.286, 0.283, 0.277, 0.255],
  "charge": 0,
  "total_energy_ev": -8291.6590,
  "relative_energy_kj_mol": 322.00
}



# 16
{
  "formula": "C5H8N2",
  "method": "ωB97M-V/def2-TZVPD",
  "symbols": ["C", "C", "C", "C", "C", "N", "N", "H", "H", "H", "H", "H", "H", "H", "H"],
  "positions_angstrom": [[-1.168, -0.446, -1.960], [0.654, -0.741, 1.244], [1.760, -0.215, 0.831], [2.237, 0.598, -0.415], [-2.873, 0.573, -0.300], [1.896, -1.583, 1.362], [-1.921, 0.013, -1.248], [-0.094, -0.288, 1.967], [2.252, 1.526, 0.063], [3.265, 0.267, -1.004], [1.379, 0.451, -1.142], [-2.713, 0.094, 0.601], [-3.870, 0.491, -0.537], [-2.522, 1.595, -0.096], [1.718, -2.337, 0.633]],
  "mulliken_charge": [-0.280, -0.065, 0.177, -0.620, -0.693, -0.611, 0.066, 0.202, 0.270, 0.266, 0.144, 0.292, 0.334, 0.288, 0.230],
  "charge": 0,
  "total_energy_ev": -8288.1463,
  "relative_energy_kj_mol": 660.93
}



# 17
{
  "formula": "C5H8N2",
  "method": "ωB97M-V/def2-TZVPD",
  "symbols": ["C", "C", "C", "C", "C", "H", "H", "H", "H", "H", "H", "H", "H", "N", "N"],
  "positions_angstrom": [[-1.086, -0.260, -0.960], [-0.758, 0.974, 0.087], [-0.736, -0.048, 1.146], [-0.372, -1.105, 0.081], [1.457, 0.121, -0.056], [-2.214, -0.353, -0.969], [-0.740, -0.168, -1.925], [-1.358, 1.932, 0.089], [-0.017, 0.301, 1.947], [-1.777, -0.063, 1.280], [-0.489, -2.225, 0.079], [2.392, 0.515, -0.023], [1.032, 1.835, 0.583], [1.103, -1.113, 0.007], [0.630, 1.132, -0.414]],
  "mulliken_charge": [-0.641, -0.268, -0.641, -0.109, -0.091, 0.273, 0.370, 0.372, 0.329, 0.348, 0.366, 0.523, 0.275, -0.622, -0.484],
  "charge": 0,
  "total_energy_ev": -8290.6133,
  "relative_energy_kj_mol": 422.90
}